Here is a structure of composition C3H8N4 from the OMol25 dataset. Energies are from wB97M-V/def2-TZVPD.

The geometry in XYZ format:
```
15
Properties=species:S:1:pos:R:3:lowdin_charge:R:1
C 0.82042 0.13239 -0.17706 -0.441
C -1.13224 0.06942 0.10435 -0.558
N 1.79002 1.00247 0.36013 0.110
N 1.24677 -1.19970 -0.35809 0.106
N -1.49175 -1.27356 0.30834 0.078
C -0.26075 0.65342 -0.88772 -0.034
N -1.90777 1.06448 0.47757 0.092
H 1.90520 1.86895 -0.14743 0.089
H 2.70837 0.58028 0.39866 0.082
H 0.72669 -1.70729 -1.06251 0.092
H 1.22875 -1.78510 0.46707 0.087
H -2.39207 -1.47893 -0.10652 0.090
H -1.51194 -1.49153 1.29715 0.084
H -1.38751 1.92518 0.65000 0.031
H -0.34222 1.63950 -1.32394 0.094
```

Output
E_LUMO in eV: 0.61
Gap between HOMO and LUMO in Eh: 0.318
ΔE to the lowest compared entry with this formula, charge and spin in kJ/mol: 378.7


Here is the ion C3H8N4 with charge +2 from the OMol25 dataset. Energies are from wB97M-V/def2-TZVPD.

The geometry in XYZ format:
```
15
Properties=species:S:1:pos:R:3:lowdin_charge:R:1
C 0.50382 1.37295 0.67128 0.170
N 1.15392 0.89883 -0.32890 0.098
C 1.23822 -0.56081 -0.62103 -0.058
N 0.32430 -1.35018 0.20401 0.087
C -1.04117 -1.24813 0.30660 0.020
N -1.52444 -0.07886 -0.05203 0.025
N -2.50976 0.50057 -0.53665 0.312
H 0.24458 0.82515 1.66172 0.176
H 0.20394 2.41176 0.72267 0.135
H 1.58577 1.51091 -0.96290 0.170
H 1.16638 -0.67597 -1.68862 0.157
H 2.30532 -0.85712 -0.40881 0.185
H 0.71452 -2.21702 0.50091 0.162
H -1.57670 -2.02272 0.87404 0.199
H -2.78872 1.49063 -0.34226 0.163
```

Output
E_LUMO (alpha / beta) in eV: -10.95 / -10.94
Gap between HOMO and LUMO (alpha / beta) in Eh: 0.300 / 0.300
SMILES: C=[NH+]CNC=[N+]=N
Charge: +2
ΔE to the lowest compared entry with this formula, charge and spin in kJ/mol: 320.7


Here is an isolated molecule of C3H8N4O from the OMol25 dataset. Energies are from wB97M-V/def2-TZVPD.

The geometry in XYZ format:
```
16
Properties=species:S:1:pos:R:3:lowdin_charge:R:1
C 1.24372 1.78698 -0.26221 -0.058
N 0.14513 0.93237 0.17902 0.047
C 0.02004 -0.36783 -0.08870 -0.378
N -1.07226 -1.11748 -0.11432 0.100
C -2.25384 -0.50464 -0.03844 -0.365
O -2.44678 0.69334 0.21121 -0.038
N 1.23252 -1.04775 -0.36580 -0.041
N 2.36426 -0.82071 0.39232 -0.011
H 0.97948 2.82498 -0.07507 0.088
H 2.15396 1.54518 0.29026 0.059
H 1.39337 1.63618 -1.34505 0.100
H -0.77012 1.29030 0.42096 0.097
H -3.14788 -1.10352 -0.17771 0.109
H 1.08628 -2.06369 -0.40594 0.130
H 2.14771 -0.57706 1.37202 0.109
H 2.98430 -0.21112 -0.07158 0.050
```

Output
E_LUMO in eV: 0.72
Gap between HOMO and LUMO in Eh: 0.374
SMILES: CN/C(=N\C=O)NN
ΔE to the lowest compared entry with this formula, charge and spin in kJ/mol: 178.3


Here is a structure of composition C3H8N4O from the OMol25 dataset. Energies are from wB97M-V/def2-TZVPD.

The geometry in XYZ format:
```
16
Properties=species:S:1:pos:R:3:lowdin_charge:R:1
C -2.92867 -0.18863 0.58372 -0.076
C 0.70353 0.74095 -0.06643 -0.443
C 1.28468 -0.69122 0.14261 -0.321
H -2.58411 -1.44882 1.33081 0.195
H -2.96563 0.95579 1.02607 0.119
H -3.85877 -0.57274 0.00581 0.078
H -1.15744 1.87293 -0.18794 0.227
H 0.57574 2.57135 -0.67904 0.151
H -0.55111 -1.39937 -0.83882 0.029
H 0.87491 -2.65063 -0.98135 0.269
H 2.97804 0.08242 0.80400 -0.058
N -0.68026 0.71792 -0.10982 -0.038
N 1.49282 1.85583 -0.06449 0.064
N 0.33734 -1.54155 -0.42204 0.053
N 2.73750 -0.78837 0.45904 0.071
O -1.86010 -0.03554 -0.43473 -0.321
```

Output
E_LUMO in eV: 0.10
Gap between HOMO and LUMO in Eh: 0.324
ΔE to the lowest compared entry with this formula, charge and spin in kJ/mol: 1146.1


Here is an isolated molecule of C3H8N4O from the OMol25 dataset. Energies are from wB97M-V/def2-TZVPD.

The geometry in XYZ format:
```
16
Properties=species:S:1:pos:R:3:lowdin_charge:R:1
N -0.00359 -2.89703 -0.84170 0.016
N -0.92926 -1.76889 -0.68473 -0.022
C -0.39595 -0.54833 -0.40455 -0.562
N 0.73642 -0.19008 -0.52586 0.093
N 1.37938 0.87872 0.29798 -0.055
C 0.35434 1.49807 1.01125 -0.356
C -0.76645 1.54804 0.25648 -0.280
O -1.33013 0.35434 -0.06351 0.025
H 0.47715 -2.63832 -1.68269 0.055
H 0.75699 -2.75944 -0.20473 0.052
H -1.72319 -2.25244 -0.07152 0.194
H 2.13432 1.15747 -0.41674 0.159
H 0.67559 2.52323 1.36384 0.158
H 0.27346 0.83925 1.88310 0.137
H -0.04269 2.09389 -0.71869 0.217
H -1.59640 2.16152 0.80207 0.169
```

Output
E_LUMO in eV: 0.91
Gap between HOMO and LUMO in Eh: 0.327
SMILES: NNC1=NNCCO1
ΔE to the lowest compared entry with this formula, charge and spin in kJ/mol: 639.0


Here is a structure of composition C3H8N4O from the OMol25 dataset. Energies are from wB97M-V/def2-TZVPD.

The geometry in XYZ format:
```
16
Properties=species:S:1:pos:R:3:lowdin_charge:R:1
C 2.84993 -0.92527 -0.02574 -0.124
C 0.22406 1.54449 0.16060 -0.231
C -1.47598 -0.28128 0.13413 -0.591
H 3.58354 0.11629 0.01377 0.132
H 2.75747 -1.67643 1.02621 0.133
H 3.07281 -1.58667 -0.87299 0.036
H 0.81454 -0.76261 0.06958 0.036
H 0.28468 2.83900 0.22194 0.154
H -1.80315 2.08113 0.03678 0.203
H -3.65844 -0.12386 -0.85616 0.204
H -2.80606 -1.94725 -0.43841 0.260
N 1.59256 -0.23767 -0.34314 -0.202
N 1.41601 1.05515 -0.10709 -0.026
N -1.16782 1.12733 0.09577 0.041
N -2.72096 -0.64279 -0.25920 0.019
O -0.70900 -1.26016 0.43511 -0.043
```

Output
E_LUMO in eV: 0.18
Gap between HOMO and LUMO in Eh: 0.284
ΔE to the lowest compared entry with this formula, charge and spin in kJ/mol: 634.0


Here is a structure of composition C3H8N4O from the OMol25 dataset. Energies are from wB97M-V/def2-TZVPD.

The geometry in XYZ format:
```
16
Properties=species:S:1:pos:R:3:lowdin_charge:R:1
C -1.79899 -1.23863 0.20431 -0.092
C -0.45474 0.37411 -0.30800 -0.486
C 1.90293 -0.45471 0.18105 -0.282
H -1.15460 -1.53483 1.07746 0.094
H -2.74190 -1.18527 0.54822 0.018
H -1.57672 -1.85974 -0.75048 0.092
H 1.02506 1.89559 -0.18608 0.052
H -1.73337 2.06906 -0.00162 0.136
H 0.15892 -1.54422 -0.99181 0.271
H 2.07128 -1.57427 0.47128 0.144
H 3.64585 0.39930 0.11746 0.097
N -1.68680 0.26677 -0.18890 0.046
N 0.06048 1.73746 -0.35189 -0.019
N 0.54679 -0.62696 -0.14780 -0.021
N 2.58754 0.65133 0.01934 0.064
O -0.85174 2.62501 0.30744 -0.114
```

Output
E_LUMO in eV: -0.09
Gap between HOMO and LUMO in Eh: 0.300
ΔE to the lowest compared entry with this formula, charge and spin in kJ/mol: 650.1


Here is an isolated molecule of C3H8N4O4 from the OMol25 dataset. Energies are from wB97M-V/def2-TZVPD.

The geometry in XYZ format:
```
19
Properties=species:S:1:pos:R:3:lowdin_charge:R:1
C -2.18796 0.99663 -1.01750 -0.080
C -1.15236 1.00328 0.11530 -0.226
C 0.19293 0.30444 -0.14245 -0.081
N 1.26561 0.54506 0.74079 -0.276
O 2.45821 0.53321 0.26736 -0.067
N 1.04731 0.74567 1.98680 0.036
O 2.09313 0.89057 2.74553 0.006
N 0.03372 -1.48044 -0.01944 -0.265
O -0.61923 -1.99700 0.82066 0.042
N 0.76441 -1.91257 -0.92595 -0.024
O 0.90108 -3.24546 -1.19677 -0.018
H -2.86684 1.89085 -0.66809 0.122
H -2.66344 0.07840 -0.94673 0.037
H -1.67328 1.09220 -2.03523 0.102
H -0.87119 2.03588 0.31624 0.115
H -1.59642 0.64430 1.01117 0.097
H 0.28414 0.36950 -1.22087 0.135
H 2.98990 0.77443 2.11406 0.195
H 1.60027 -3.26896 -1.94489 0.151
```

Output
E_LUMO (alpha / beta) in eV: -0.05 / -0.05
Gap between HOMO and LUMO (alpha / beta) in Eh: 0.348 / 0.348
SMILES: CCC(/[N+]([O-])=N/O)/[N+]([O-])=N/O
ΔE to the lowest compared entry with this formula, charge and spin in kJ/mol: 585.4


Here is an isolated molecule of C3H8N4S from the OMol25 dataset. Energies are from wB97M-V/def2-TZVPD.

The geometry in XYZ format:
```
16
Properties=species:S:1:pos:R:3:lowdin_charge:R:1
H 2.74274 -1.34732 -1.26988 0.110
N 1.69592 -1.15346 -0.94175 0.091
C 1.59076 -0.47815 0.12003 -0.555
N 2.51480 -0.28550 1.18023 0.124
C 0.11361 -0.03657 0.24621 -0.528
S -0.01687 1.74836 -0.33494 0.713
C -1.00380 -0.85291 -0.51351 -0.243
N -2.21467 -1.00276 -0.23646 -0.081
N -2.83177 -0.31985 0.82977 0.017
H 3.47850 -0.42006 0.76826 0.123
H 2.30220 0.63601 1.35000 0.030
H -0.18642 0.14984 1.29987 0.088
H 0.26052 1.69476 -1.66052 -0.127
H -0.60378 -1.61607 -1.32259 0.134
H -2.30306 0.55605 0.68316 0.036
H -3.77427 -0.09022 0.57186 0.068
```

Output
E_LUMO in eV: 0.60
Gap between HOMO and LUMO in Eh: 0.355
SMILES: [H]/N=C(\N)[C@@H](S)/C=N\N
ΔE to the lowest compared entry with this formula, charge and spin in kJ/mol: 246.5


Here is the ion C3H8N5 with charge +1 from the OMol25 dataset. Energies are from wB97M-V/def2-TZVPD.

The geometry in XYZ format:
```
16
Properties=species:S:1:pos:R:3:lowdin_charge:R:1
C -1.75498 0.31878 0.35787 -0.105
N -0.43058 0.58017 -0.06576 0.010
C 0.60482 -0.15093 0.53036 -0.437
N 0.31444 -0.90383 1.65780 0.155
N 1.79646 -0.33237 0.08616 0.064
N 2.23868 0.36315 -1.10417 0.056
C 2.65708 -0.39103 -2.04015 -0.118
N 3.30910 -1.10532 -2.68297 0.351
H -1.82352 0.72751 1.38732 0.101
H -2.32462 1.03416 -0.11579 0.070
H -2.15575 -0.73792 0.42262 0.128
H -0.39989 0.68198 -1.03263 0.104
H 1.23232 -1.18821 2.17558 0.176
H -0.50520 -0.62229 2.12302 0.064
H 2.31820 1.44881 -0.97786 0.241
H 3.38308 -1.67681 -3.50745 0.142
```

Output
E_LUMO in eV: -3.87
Gap between HOMO and LUMO in Eh: 0.348
SMILES: CN/C(N)=N\NC#[NH+]
Charge: +1
ΔE to the lowest compared entry with this formula, charge and spin in kJ/mol: 254.1


Here is a cluster of 2 separate species, C3H8N5 in total from the OMol25 dataset. Energies are from wB97M-V/def2-TZVPD.

The geometry in XYZ format:
```
16
Properties=species:S:1:pos:R:3:lowdin_charge:R:1
C 2.72266 -1.23588 -0.54657 0.054
C -1.90689 -0.74709 0.54041 -0.266
C -0.14101 0.84342 0.20654 -0.410
N 2.10782 -0.33592 -0.86948 0.088
N -1.84254 -1.28394 -0.61538 0.103
N -1.08135 0.20970 0.97661 0.096
N -0.05507 0.57509 -1.09560 0.151
N 0.75371 1.72359 0.69456 0.193
H 3.25667 -2.05852 -0.34666 0.039
H -2.47360 -0.90372 1.45778 0.141
H -2.58257 -2.04299 -0.82888 0.128
H -0.90033 0.48111 1.99582 0.204
H -0.53538 -0.21034 -1.49136 0.072
H 0.65023 0.90154 -1.75814 0.122
H 0.63599 2.01797 1.69568 0.160
H 1.39166 2.06596 -0.01531 0.125
```

Output
E_LUMO in eV: -3.10
Gap between HOMO and LUMO in Eh: 0.415
Charge: +1
ΔE to the lowest compared entry with this formula, charge and spin in kJ/mol: 70.0


Here is the ion C3H8N5 with charge +1 from the OMol25 dataset. Energies are from wB97M-V/def2-TZVPD.

The geometry in XYZ format:
```
16
Properties=species:S:1:pos:R:3:lowdin_charge:R:1
N -2.73091 -0.65742 -0.11882 0.056
N -1.52835 -0.14261 0.26667 -0.054
C -1.23055 1.09856 -0.08824 -0.196
N -0.18497 1.83894 0.27151 0.144
C 0.97926 1.26444 0.37941 -0.056
C 1.39829 -0.10662 0.22985 -0.323
N 2.55508 -0.23066 -0.43791 0.206
N 0.59790 -1.12719 0.49053 0.228
H -2.92243 -1.66539 0.07234 0.133
H -3.20094 -0.28677 -0.93333 0.105
H -1.97628 1.58405 -0.69008 0.128
H 1.74857 1.99090 0.54391 0.124
H 3.05665 -1.09166 -0.24014 0.146
H 2.89313 0.63181 -0.79700 0.121
H -0.30218 -1.02616 0.91836 0.067
H 0.84772 -2.07424 0.13296 0.170
```

Output
E_LUMO in eV: -5.17
Gap between HOMO and LUMO in Eh: 0.281
SMILES: N/N=C/N=C\C(N)=[NH2+]
Charge: +1
ΔE to the lowest compared entry with this formula, charge and spin in kJ/mol: 188.4